# 1
Molecular formula: C41H58N4O5P2S2Sr
Method: DFT, ωB97M-V/def2-TZVPD

energy relative to the best compared isomer or geometry (same formula, charge and spin) = 393.5 kJ/mol
total energy = -100740.296 eV
E_HOMO = -1.409 eV
net charge = -2
HOMO-LUMO gap = 4.79 eV

Each line ends with the Mulliken charge.
Cartesian coordinates (Å):
1 Sr -0.51063 0.24962 0.85300  1.20
2 C 2.90503 -1.76946 -0.36362  -0.74
3 N 3.12947 -1.44206 -1.76535  0.71
4 C 3.68906 -2.50805 -2.65329  -0.98
5 C 2.67560 -3.80553 -2.84484  -0.68
6 N 3.01962 -4.60232 -3.95404  0.40
7 C 2.09503 -5.63245 -4.42986  -1.02
8 C 4.41876 -4.79008 -4.30838  -0.36
9 C 4.98645 -3.77763 -5.05117  -0.25
10 C 6.36165 -3.85574 -5.39534  -0.65
11 C 7.01812 -5.08090 -5.25781  -0.69
12 C 6.36294 -6.02542 -4.50969  -0.31
13 C 5.07010 -5.98237 -3.98375  0.06
14 S 4.37361 -7.33369 -3.14772  -0.59
15 C 3.58978 -0.11162 -2.08798  -0.28
16 C 4.84333 0.02650 -2.74591  -0.21
17 C 5.39308 1.25019 -3.12862  -0.99
18 C 4.51005 2.30351 -3.00357  -0.32
19 C 3.25817 2.25988 -2.40588  -0.43
20 C 2.71353 1.04615 -1.96469  0.15
21 S 1.01086 0.87530 -1.54809  -0.28
22 H 2.67725 -2.83845 -0.21919  0.39
23 H 2.01918 -1.23366 0.04934  -0.14
24 H 3.75049 -1.50927 0.28255  0.27
25 H 4.66280 -2.90210 -2.20150  0.35
26 H 3.92823 -2.11041 -3.64483  0.53
27 H 1.63186 -3.32189 -2.83457  0.30
28 H 2.59228 -4.42506 -1.88411  0.21
29 H 2.13080 -6.61090 -4.02648  0.33
30 H 2.48669 -5.74895 -5.47334  0.29
31 H 1.07279 -5.30748 -4.50373  0.35
32 H 4.48619 -2.88173 -5.38427  0.61
33 H 6.90929 -3.02445 -5.84443  0.34
34 H 8.07368 -5.25424 -5.45280  0.31
35 H 6.81947 -7.00383 -4.36868  0.29
36 H 5.41891 -0.86983 -2.86411  0.43
37 H 6.36577 1.31964 -3.58831  0.41
38 H 4.79341 3.31934 -3.25439  0.26
39 H 2.77139 3.23731 -2.29138  0.32
40 C 0.74111 -2.25088 3.87853  -1.37
41 C 1.47656 -1.01318 4.41527  0.71
42 C 1.19527 -0.79761 5.88813  -1.85
43 P 1.09185 0.52586 3.48536  0.53
44 C 2.71247 1.35135 3.49206  0.53
45 C 3.45849 1.67338 4.82176  -1.77
46 C 2.55913 2.58236 2.62534  -1.49
47 C -0.00954 1.50705 4.57197  1.37
48 C 0.45815 2.21865 5.71203  0.47
49 C -0.46955 2.92082 6.47327  0.34
50 C -0.06954 3.85992 7.60047  -1.68
51 C -1.79732 2.88477 6.10657  -1.10
52 C -2.27354 2.23662 4.97746  -0.48
53 C -1.35158 1.58794 4.15520  -2.53
54 N -1.62750 1.06223 2.93636  1.06
55 C -2.95234 0.98738 2.50211  -0.81
56 C -3.67877 -0.19135 2.81838  1.03
57 C -3.03256 -1.24052 3.64358  -1.31
58 C -4.94557 -0.34749 2.24369  -1.16
59 C -5.47115 0.57594 1.33623  0.94
60 C -6.79506 0.31008 0.66600  -1.60
61 C -4.64221 1.64608 0.97940  -0.71
62 C -3.43848 1.93293 1.57684  1.75
63 C -2.68834 3.13938 1.18164  -1.62
64 H 0.90128 -3.09086 4.57151  0.45
65 H 1.01123 -2.58625 2.88091  0.23
66 H -0.35161 -2.15247 3.76939  0.04
67 H 2.58409 -1.14285 4.33031  0.58
68 H 0.12614 -0.63798 6.09862  0.28
69 H 1.68917 0.00859 6.26901  0.37
70 H 1.46832 -1.67505 6.48324  0.49
71 H 3.31512 0.62607 2.93871  0.47
72 H 3.14195 2.63408 5.24482  0.46
73 H 4.54575 1.74369 4.61291  0.43
74 H 3.37673 0.93818 5.59255  0.39
75 H 1.84782 3.30284 3.01912  0.20
76 H 2.29912 2.45620 1.53777  0.13
77 H 3.53562 3.05798 2.64015  0.49
78 H 1.52073 2.37675 5.96199  -0.43
79 H -0.52108 3.54818 8.57478  0.32
80 H -0.47224 4.86014 7.43769  0.33
81 H 1.01228 3.82805 7.80115  0.33
82 H -2.52246 3.36991 6.74451  0.32
83 H -3.32443 2.27059 4.80920  0.56
84 H -2.37930 -0.79620 4.35895  0.18
85 H -2.43886 -1.91463 3.03724  0.22
86 H -3.78179 -1.88196 4.16839  0.39
87 H -5.51709 -1.23030 2.41303  0.44
88 H -6.98909 1.08389 -0.08677  0.39
89 H -7.59626 0.23962 1.34210  0.35
90 H -6.77467 -0.61934 0.10308  0.35
91 H -5.03169 2.27807 0.13472  0.07
92 H -1.60033 3.12660 1.24413  0.30
93 H -2.95417 4.02741 1.78841  0.28
94 H -2.91992 3.33468 0.13928  0.40
95 O -2.29038 -0.99291 -0.44662  -0.50
96 N -2.31427 -2.10606 0.13287  0.30
97 O -1.42962 -2.30188 0.96857  -0.46
98 C -8.43238 3.11123 -5.91109  -0.66
99 O -7.11636 3.61124 -5.66709  -0.27
100 P -6.20784 2.64154 -4.74665  0.25
101 O -4.87295 3.47468 -4.69972  -0.28
102 C -3.92639 3.06287 -3.66689  -0.71
103 O -5.83064 1.49474 -5.80066  -0.22
104 C -5.03368 1.76739 -6.96062  -0.51
105 H -8.92364 2.68916 -5.02974  0.34
106 H -8.43915 2.42148 -6.77627  0.23
107 H -8.88778 4.03362 -6.27990  0.23
108 H -2.95717 2.76396 -4.09527  0.31
109 H -4.27321 2.29326 -2.97401  0.35
110 H -3.69572 3.95384 -3.06155  0.23
111 H -5.61852 2.30420 -7.74423  0.20
112 H -4.78933 0.79854 -7.36713  0.26
113 H -4.11544 2.30588 -6.72177  0.24

# 2
Molecular formula: F8Li3N4O16S8
Method: DFT, ωB97M-V/def2-TZVPD

energy relative to the best compared isomer or geometry (same formula, charge and spin) = 256.4 kJ/mol
total energy = -147747.082 eV
E_HOMO (spin up / spin down) = -11.644 / -11.640 eV
HOMO-LUMO gap (spin up / spin down) = 7.71 / 3.16 eV
⟨S²⟩ = 0.761
2S+1 = 2

Each line ends with the Mulliken charge.
Cartesian coordinates (Å):
1 Li -0.11131 -0.22892 2.23412  0.84
2 Li 1.23267 0.07271 -2.04974  0.98
3 Li -0.76475 0.13110 0.06748  1.63
4 N -1.40853 -1.32260 1.20409  -0.29
5 S -0.90601 -2.99300 1.53363  0.98
6 O -0.31329 -3.70360 0.43464  -0.55
7 O -1.53527 -3.82826 2.53798  -0.53
8 F 0.34336 -2.60672 2.39179  -0.31
9 S -2.91545 -1.68530 1.34349  0.92
10 O -3.45074 -1.60322 2.68665  -0.59
11 O -3.46370 -2.67425 0.41614  -0.56
12 F -3.47642 -0.37842 0.63500  -0.26
13 N -0.07047 1.51043 1.35668  -0.24
14 S -1.22192 2.74332 1.85953  0.90
15 O -1.74767 3.61177 0.78799  -0.47
16 O -1.11847 3.14123 3.23654  -0.52
17 F -2.43650 1.63536 1.94922  -0.25
18 S 1.07602 2.47061 1.42793  0.83
19 O 1.92938 2.21555 2.58727  -0.62
20 O 1.08792 3.80033 0.84891  -0.54
21 F 1.80018 1.62787 0.18357  -0.25
22 N 2.85230 -0.89489 -1.48931  -0.20
23 S 4.14451 -0.18910 -0.54955  1.02
24 O 5.48129 -0.46090 -1.04078  -0.43
25 O 3.93245 0.23829 0.82644  -0.35
26 F 3.90631 1.17598 -1.36368  -0.24
27 S 2.63709 -1.95213 -0.36399  0.94
28 O 1.59877 -1.53332 0.54958  -0.06
29 O 3.66501 -2.80733 0.10585  -0.44
30 F 1.87743 -3.04232 -1.33309  -0.28
31 N -0.59161 0.54184 -1.85855  -0.30
32 S -0.93095 1.87783 -2.53363  0.94
33 O -2.19126 2.55216 -2.24685  -0.51
34 O -0.40486 2.03498 -3.90356  -0.58
35 F 0.15537 2.64613 -1.59848  -0.23
36 S -1.94252 -0.12466 -2.62157  0.90
37 O -2.01512 -0.33491 -4.07644  -0.56
38 O -3.16305 -0.02996 -1.83076  -0.45
39 F -1.54022 -1.63370 -2.34452  -0.27

# 3
Molecular formula: C5H8N
Method: DFT, ωB97M-V/def2-TZVPD

energy relative to the best compared isomer or geometry (same formula, charge and spin) = 548.9 kJ/mol
total energy = -6788.887 eV
E_HOMO (spin up / spin down) = -10.184 / -16.517 eV
net charge = +1
HOMO-LUMO gap (spin up / spin down) = 7.17 / 9.46 eV
⟨S²⟩ = 2.006
2S+1 = 3

Each line ends with the Mulliken charge.
Cartesian coordinates (Å):
1 C 1.72152 0.68487 1.48905  -0.95
2 C 1.12000 -0.30317 0.88802  -0.29
3 C -0.27887 -0.30460 -1.67438  -0.38
4 C -1.41326 0.47370 0.09777  -0.38
5 C -0.04721 -0.00810 -0.27768  0.62
6 N -1.20074 -0.76476 -0.62333  -0.12
7 H 2.53884 0.38169 2.10287  0.33
8 H 1.55474 1.67288 1.27322  0.40
9 H 1.45035 -1.40342 0.90580  0.33
10 H -0.87719 0.38645 -2.28113  0.24
11 H 0.35914 -0.97309 -2.29696  0.29
12 H -1.43779 0.45672 1.13678  0.36
13 H -1.88567 1.22531 -0.56824  0.27
14 H -1.65082 -1.64091 -0.62187  0.26

# 4
Molecular formula: C4H13N4
Method: DFT, ωB97M-V/def2-TZVPD

energy relative to the best compared isomer or geometry (same formula, charge and spin) = 75.5 kJ/mol
total energy = -10313.306 eV
E_HOMO = -13.445 eV
net charge = +1
HOMO-LUMO gap = 10.92 eV

Each line ends with the Mulliken charge.
Cartesian coordinates (Å):
1 C -0.27699 -0.94108 1.88440  -1.23
2 N 0.74965 -3.12567 0.45776  -0.42
3 C 0.94495 -1.81500 0.11603  -0.02
4 N 0.42107 -0.70967 0.58402  -0.60
5 H -0.86208 -0.06682 2.12379  0.31
6 H 0.42960 -1.19819 2.71678  0.37
7 H -0.92787 -1.82029 1.86391  0.39
8 H 1.48344 -3.71911 0.10315  0.28
9 H 0.46151 -3.36118 1.40475  0.25
10 H 1.62952 -1.65723 -0.73302  0.37
11 C -2.07302 1.40942 -1.65905  -0.82
12 N 1.21294 1.92321 -0.07911  -0.28
13 C 0.01928 2.18757 -0.61825  0.08
14 N -0.81433 1.23389 -0.87668  -0.04
15 H -2.04043 0.80706 -2.56672  0.30
16 H -2.27134 2.47786 -1.83426  0.31
17 H -2.93330 1.07100 -1.09355  0.32
18 H 1.33119 0.96521 0.29537  0.45
19 H 1.88677 2.69494 0.14337  0.24
20 H -0.25412 3.18843 -0.95457  0.33
21 H -0.60357 0.32061 -0.40972  0.42

# 5
Molecular formula: C4H5NO2
Method: DFT, ωB97M-V/def2-TZVPD

energy relative to the best compared isomer or geometry (same formula, charge and spin) = 276.6 kJ/mol
total energy = -9811.448 eV
E_HOMO = -8.280 eV
HOMO-LUMO gap = 9.05 eV

Each line ends with the Mulliken charge.
Cartesian coordinates (Å):
1 N -1.19989 -0.86010 0.95031  -0.52
2 C -0.36564 -0.22482 0.03402  0.13
3 C 1.11187 -0.58985 -0.11761  -0.31
4 C 1.19663 0.85844 -0.07763  -0.08
5 O 0.74771 1.45659 -1.17439  -0.43
6 C -0.75935 0.80618 -0.86209  0.42
7 O -1.71720 1.41895 -1.21058  -0.51
8 H -1.44165 -1.82116 0.73727  0.23
9 H -2.01688 -0.32142 1.20677  0.25
10 H 1.47884 -1.09318 0.77376  0.25
11 H 1.42311 -1.07696 -1.03789  0.24
12 H 1.54244 1.44733 0.77807  0.34

# 6
Molecular formula: C21H24FN3O4
Method: DFT, ωB97M-V/def2-TZVPD

energy relative to the best compared isomer or geometry (same formula, charge and spin) = 66.7 kJ/mol
SMILES string = COc1ccc(NC(=O)[C@H]2CCCN(C(=O)Nc3ccc(F)cc3)C2)cc1OC
total energy = -37545.168 eV
E_HOMO = -8.142 eV
HOMO-LUMO gap = 8.86 eV

Each line ends with the Mulliken charge.
Cartesian coordinates (Å):
1 C 3.38013 5.03031 -2.87449  -0.95
2 O 2.23110 4.22553 -2.95616  -0.42
3 C 1.79639 3.60022 -1.82868  1.00
4 C 2.40511 3.67489 -0.58836  -0.68
5 C 1.88614 2.99191 0.50559  -0.57
6 C 0.74580 2.22872 0.35611  -0.79
7 N 0.17916 1.52029 1.44585  -0.04
8 C 0.58629 0.34900 1.98481  0.01
9 O -0.09733 -0.21219 2.81969  -0.67
10 C 1.91635 -0.19853 1.47247  0.68
11 C 2.50709 -1.24953 2.42146  -1.36
12 C 1.65179 -2.51815 2.47074  -0.34
13 C 1.36819 -3.01661 1.05243  -1.26
14 N 0.78729 -1.96953 0.23935  0.22
15 C -0.54743 -1.72824 0.05105  0.61
16 O -0.92799 -0.82461 -0.67191  -0.73
17 N -1.39697 -2.60923 0.68074  0.05
18 C -2.78390 -2.66491 0.56713  0.45
19 C -3.47830 -2.09239 -0.49661  -0.29
20 C -4.85289 -2.21121 -0.57445  -0.70
21 C -5.52926 -2.90908 0.40820  0.32
22 F -6.87496 -3.02900 0.32878  -0.34
23 C -4.86368 -3.49144 1.47109  -0.61
24 C -3.49079 -3.36577 1.54509  -0.49
25 C 1.68263 -0.84352 0.09304  -1.45
26 C 0.10930 2.15518 -0.88263  -0.42
27 C 0.62615 2.81720 -1.98009  0.85
28 O 0.09746 2.77162 -3.22736  -0.45
29 C -1.03961 1.96364 -3.43263  -0.81
30 H 3.53200 5.42641 -3.87722  0.24
31 H 3.24232 5.86161 -2.17492  0.37
32 H 4.26046 4.44950 -2.57876  0.37
33 H 3.29439 4.26859 -0.45197  0.38
34 H 2.36972 3.06953 1.46709  0.57
35 H -0.77413 1.76697 1.68450  0.32
36 H 2.61715 0.63120 1.35710  0.45
37 H 2.58728 -0.83054 3.42565  0.41
38 H 3.51326 -1.49995 2.07426  0.45
39 H 2.17008 -3.29329 3.03761  0.44
40 H 0.71584 -2.28256 2.97699  0.25
41 H 0.73149 -3.90292 1.05167  0.49
42 H 2.31337 -3.29623 0.57045  0.43
43 H -1.03283 -3.08902 1.48962  0.10
44 H -2.93778 -1.54718 -1.25103  0.47
45 H -5.40083 -1.77000 -1.39183  0.42
46 H -5.41701 -4.03014 2.22379  0.42
47 H -2.95874 -3.81334 2.37247  0.33
48 H 1.23821 -0.13406 -0.60490  0.48
49 H 2.63441 -1.19731 -0.31490  0.48
50 H -0.76842 1.53515 -0.96467  0.38
51 H -1.23962 2.00737 -4.50183  0.27
52 H -0.85800 0.92698 -3.13408  0.31
53 H -1.90589 2.34867 -2.88532  0.34